(1)
{
  "formula": "C23H23BeN",
  "method": "wB97M-V/def2-TZVPD",
  "e_homo_ev": [-5.8, -5.3],
  "spin_multiplicity": 1,
  "mol_weight_g_mol": 322.46,
  "lumo_energy_ev": [0.0, -0.1],
  "gap_ha": [0.2113, 0.1916],
  "largest_force_ev_per_a": 2.6,
  "elements": ["C", "C", "C", "H", "C", "H", "H", "H", "C", "H", "H", "C", "H", "H", "C", "H", "H", "C", "H", "H", "Be", "H", "C", "C", "C", "C", "C", "C", "C", "C", "C", "C", "C", "C", "C", "C", "C", "N", "H", "H", "H", "H", "H", "H", "H", "H", "H", "H"],
  "positions_angstrom": [[-0.794569, -1.044259, -2.357417], [1.740215, -0.164721, -3.011962], [-1.308817, 0.217615, -2.625825], [-1.209426, -1.790481, -1.643894], [1.360343, 1.086896, -2.765763], [2.579241, -0.639146, -2.505160], [-2.253334, 0.650928, -2.202647], [1.914124, 1.722813, -2.069941], [-0.949702, 1.035696, -3.825113], [-1.767230, 1.760164, -3.949902], [-0.922295, 0.414085, -4.727682], [-0.103524, -1.806403, -3.489729], [-0.841222, -1.977822, -4.293586], [0.211736, -2.794847, -3.129837], [1.103530, -1.059758, -4.054947], [0.814702, -0.464151, -4.932828], [1.837990, -1.808115, -4.388475], [0.341250, 1.825646, -3.624353], [0.738127, 2.073204, -4.620764], [0.128150, 2.777983, -3.115646], [-0.040051, -0.106137, -0.729692], [-1.672655, 0.469161, -0.429365], [-4.230333, -1.721433, 0.292149], [-4.080621, -1.677194, 1.692785], [-2.937061, -1.091465, 2.252295], [-1.923655, -0.543161, 1.414525], [-2.154959, -0.434916, 0.040485], [-3.260584, -1.115763, -0.526125], [-0.633239, -0.041685, 1.854844], [-0.417200, 0.039670, 3.229848], [0.821493, 0.259244, 3.748803], [1.887784, 0.520327, 2.877174], [3.168955, 0.753654, 3.443987], [4.262909, 0.900494, 2.606963], [4.071545, 0.734365, 1.209152], [2.815197, 0.528070, 0.612060], [1.669111, 0.466425, 1.432263], [0.385562, 0.169430, 0.944617], [-5.074464, -2.275484, -0.144637], [-4.804513, -2.189610, 2.348881], [-2.865817, -1.070178, 3.344514], [-3.344829, -1.168195, -1.612398], [-1.241005, -0.157797, 3.890837], [0.968611, 0.249035, 4.828522], [3.322614, 0.823079, 4.530086], [5.259757, 1.127843, 3.017808], [4.970932, 0.775826, 0.582024], [2.700530, 0.401766, -0.480935]],
  "atomic_forces_ev_per_a": [[0.54, -2.43, 0.90], [0.36, -0.78, -0.26], [-1.68, 1.77, 0.82], [-0.37, 0.95, -0.90], [0.43, 0.95, -0.65], [-0.12, 0.32, 0.32], [1.00, -1.00, -0.05], [-0.06, -0.35, -0.02], [-0.50, 0.21, -0.01], [0.23, -0.21, -0.26], [0.03, 0.21, 0.08], [-0.10, 0.17, 0.52], [0.20, 0.00, 0.20], [-0.11, 0.25, 0.01], [0.63, 0.20, -0.36], [0.23, -0.23, 0.26], [-0.09, 0.36, -0.02], [0.31, 0.10, 0.27], [0.26, 0.03, 0.29], [-0.08, -0.27, -0.23], [-0.57, -0.20, -0.27], [-0.34, -0.89, 0.02], [0.67, -0.10, -0.43], [0.81, 0.15, 0.22], [-0.54, -0.39, -0.25], [0.03, 0.77, 0.09], [-0.70, -0.26, 0.64], [-0.53, 0.27, 0.28], [-0.72, -0.46, 0.95], [0.44, -0.14, 0.14], [-1.03, 0.20, 0.69], [1.08, 0.07, -0.85], [0.20, 0.19, -0.86], [-0.26, -0.15, -0.70], [0.29, 0.22, 0.02], [-0.04, 0.19, 0.47], [0.53, -0.54, 1.58], [0.04, 0.04, -2.02], [0.50, 0.38, 0.13], [0.35, 0.52, -0.41], [0.16, -0.14, -0.51], [-0.25, 0.14, 0.35], [-0.11, 0.03, 0.08], [0.10, 0.08, -0.29], [-0.42, -0.09, -0.52], [-0.57, -0.26, -0.36], [-0.50, 0.01, 0.10], [0.24, 0.09, 0.79]]
}

***

(2)
{
  "formula": "C33H61N5O21P2",
  "method": "wB97M-V/def2-TZVPD",
  "e_homo_ev": -9.1,
  "spin_multiplicity": 1,
  "mol_weight_g_mol": 925.81,
  "lumo_energy_ev": -2.0,
  "gap_ha": 0.2609,
  "largest_force_ev_per_a": 4.2,
  "elements": ["O", "C", "C", "C", "O", "C", "O", "C", "C", "O", "H", "H", "H", "H", "O", "C", "C", "C", "O", "C", "O", "C", "C", "O", "H", "H", "H", "H", "C", "O", "P", "O", "O", "C", "O", "C", "H", "H", "H", "H", "H", "H", "H", "H", "H", "C", "O", "P", "O", "O", "C", "O", "C", "H", "H", "H", "H", "H", "H", "H", "H", "H", "C", "N", "C", "C", "O", "H", "H", "H", "H", "H", "H", "H", "C", "N", "C", "C", "O", "H", "H", "H", "H", "H", "H", "H", "C", "N", "C", "C", "O", "H", "H", "H", "H", "H", "H", "H", "C", "N", "C", "C", "O", "H", "H", "H", "H", "H", "H", "H", "C", "N", "C", "C", "O", "H", "H", "H", "H", "H", "H", "H"],
  "positions_angstrom": [[-8.278498, -44.786301, 15.098347], [-8.977526, -45.332524, 15.939706], [-10.386203, -44.942592, 16.097671], [-11.196537, -45.495011, 17.128524], [-12.342742, -44.821876, 17.401821], [-10.837414, -46.665827, 17.938353], [-11.478864, -47.136208, 18.833296], [-9.469037, -47.064095, 17.712000], [-8.669557, -46.558926, 16.815058], [-7.489644, -47.118727, 16.575574], [-10.716171, -44.133501, 15.462925], [-13.031159, -45.292265, 17.877657], [-9.054918, -47.889785, 18.271594], [-6.805655, -46.466182, 16.408438], [-0.240037, -37.641427, 3.080465], [0.800010, -37.434388, 3.713584], [1.191406, -36.044323, 4.101146], [2.183588, -35.774926, 4.957734], [2.410254, -34.456491, 5.271489], [3.211735, -36.758400, 5.332886], [4.264350, -36.617188, 5.986205], [2.907941, -38.038029, 4.761872], [1.869562, -38.362303, 3.922257], [1.761370, -39.568529, 3.293034], [0.533682, -35.209417, 3.909456], [3.213090, -34.359776, 5.788894], [3.711746, -38.758621, 4.729771], [1.019029, -39.571413, 2.684342], [-9.216399, -32.454522, 12.828814], [-8.471302, -31.997905, 14.032594], [-7.607735, -33.123835, 14.855606], [-8.157475, -34.491972, 14.697237], [-6.186647, -32.959833, 14.255279], [-5.585272, -31.712262, 14.211748], [-7.464401, -32.563677, 16.385577], [-7.142304, -33.419890, 17.418393], [-10.126224, -31.865757, 12.711875], [-9.447905, -33.507817, 12.670522], [-8.833587, -32.038646, 11.896823], [-5.301837, -31.235536, 13.273396], [-4.729742, -31.692790, 14.886853], [-6.007477, -30.790909, 14.612948], [-7.748990, -34.323760, 17.363183], [-7.480592, -32.974238, 18.353831], [-6.090277, -33.704751, 17.432649], [-1.080962, -38.887948, 13.700143], [-0.920299, -37.489271, 13.698309], [0.538636, -37.019152, 14.090790], [0.908534, -37.211055, 15.509256], [0.463536, -35.439839, 13.630744], [0.413866, -35.067786, 12.329211], [1.541164, -37.755505, 12.955894], [2.830312, -37.186631, 12.527748], [-2.056162, -39.318543, 13.927439], [-0.446100, -39.451824, 14.383593], [-0.995188, -39.317710, 12.702124], [-0.493610, -34.633016, 11.910195], [0.408242, -35.964394, 11.709403], [1.242631, -34.449840, 11.983650], [3.596234, -37.747403, 13.063488], [2.860197, -36.108626, 12.686202], [3.119575, -37.587575, 11.556322], [-6.451536, -40.167324, 9.283892], [-5.908061, -38.982339, 8.648201], [-5.396631, -39.463454, 7.363839], [-5.939139, -37.774250, 9.190700], [-5.322933, -36.853393, 8.698646], [-7.385501, -40.440699, 8.792899], [-6.708902, -40.056299, 10.337245], [-5.696647, -40.944164, 9.162421], [-4.528582, -40.117349, 7.447577], [-6.188070, -39.819108, 6.704104], [-5.086943, -38.557210, 6.843352], [-6.607765, -37.790070, 10.065278], [-11.035363, -37.007189, 6.708427], [-10.308543, -36.871481, 5.428744], [-9.671008, -35.628383, 5.103774], [-10.552550, -37.821875, 4.476748], [-10.255229, -37.585705, 3.264927], [-11.741137, -37.831573, 6.810368], [-11.583542, -36.094030, 6.940271], [-10.309453, -37.174068, 7.504236], [-8.909454, -35.524859, 5.876699], [-9.039641, -35.589459, 4.216107], [-10.250750, -34.705367, 5.109895], [-11.022320, -38.716612, 4.913742], [-4.499133, -31.725700, 3.654164], [-4.055180, -30.738418, 4.634650], [-4.938442, -30.432099, 5.765426], [-3.056086, -29.905874, 4.256857], [-2.865106, -28.862745, 4.866105], [-5.485570, -31.552490, 3.224008], [-4.617520, -32.769165, 3.946182], [-3.770330, -31.723170, 2.843651], [-5.849879, -30.334726, 5.175598], [-5.278736, -31.160866, 6.501074], [-4.688766, -29.524503, 6.315011], [-2.521696, -30.188085, 3.336542], [-3.545975, -50.644276, 9.056823], [-3.950012, -49.235156, 9.089295], [-4.936262, -48.861385, 10.046527], [-3.468097, -48.319544, 8.223986], [-3.744973, -47.081200, 8.308185], [-3.583657, -51.019487, 10.079517], [-2.569281, -50.863481, 8.625404], [-4.370671, -51.098423, 8.507527], [-5.803596, -49.521307, 10.064573], [-4.376702, -48.867304, 10.981920], [-5.126417, -47.789508, 10.101484], [-2.756165, -48.713365, 7.482189], [-8.670801, -48.120369, 5.327074], [-9.602631, -47.217575, 6.056613], [-10.464946, -47.917192, 6.920130], [-9.646642, -45.911612, 5.738815], [-10.190189, -44.967585, 6.324205], [-8.105231, -48.787882, 5.977200], [-7.970657, -47.600734, 4.672939], [-9.202484, -48.839887, 4.704427], [-9.821743, -48.337370, 7.693329], [-11.230515, -47.195301, 7.204515], [-11.067553, -48.609452, 6.332134], [-8.913298, -45.668432, 4.954426]],
  "atomic_forces_ev_per_a": [[0.35, -1.07, 1.36], [-2.09, -0.29, -0.56], [-1.27, -1.27, 2.66], [-0.27, 3.03, -2.93], [0.48, 0.05, -0.69], [2.13, 0.60, 0.15], [-1.60, -0.21, 0.45], [-0.23, -1.69, 0.75], [1.81, 2.05, -1.98], [0.93, -0.84, 0.44], [-0.28, 0.13, 0.28], [0.30, -0.67, 0.35], [-0.28, -0.17, 0.19], [0.02, 0.32, -0.47], [1.52, -0.50, 1.02], [-1.66, 3.26, -1.59], [-0.92, -0.38, 1.18], [0.88, 2.71, -0.32], [-0.58, -0.88, -0.08], [1.48, -1.16, 1.02], [-2.39, 0.92, -1.17], [-0.46, -2.57, -2.37], [1.34, -1.93, 1.02], [1.05, 0.78, 0.97], [-0.22, -0.16, -0.41], [0.34, -0.25, 0.22], [0.14, -0.15, 0.56], [-0.52, 0.31, -0.05], [-0.42, 1.45, -0.53], [-0.20, -1.42, -0.05], [-2.51, -0.64, 0.06], [0.76, 1.25, 0.50], [0.53, -0.13, -0.75], [2.17, 2.91, 1.03], [-0.79, 1.20, -3.16], [-0.53, -1.59, 1.35], [-0.57, -0.26, 1.35], [0.47, 0.04, 0.84], [1.58, -0.39, 0.18], [0.13, -1.45, -0.78], [0.58, -0.66, -0.43], [-1.89, -0.60, 0.58], [0.15, -0.29, -0.25], [0.50, 0.36, -0.02], [0.05, 0.21, 0.08], [-0.65, -2.56, -0.61], [0.18, -0.29, -0.06], [1.86, 1.26, -0.51], [-0.21, 0.22, -1.63], [0.24, -1.57, 3.01], [-0.26, -0.72, -3.73], [-1.16, 1.32, 0.83], [-0.16, -1.56, 1.05], [-0.63, 1.33, 0.60], [0.52, 0.50, 0.00], [0.81, 0.39, -0.27], [-0.47, 0.61, 1.14], [0.54, -0.20, -0.34], [0.18, 0.10, 0.49], [0.06, 0.66, 0.98], [0.21, -0.25, -0.31], [-1.06, 0.77, -0.66], [-0.66, 0.21, 0.59], [-0.52, -3.77, -0.43], [0.50, 3.05, -0.62], [0.63, 0.14, -1.00], [-0.30, 1.03, 0.49], [0.05, -0.39, -0.19], [0.31, 0.27, 0.08], [-0.33, -0.26, 0.26], [-0.31, -0.18, 0.13], [-0.12, -0.66, 0.48], [0.48, 0.00, -0.12], [0.26, 0.57, 0.30], [1.05, 0.56, 0.40], [-1.95, -1.55, -0.32], [1.71, 0.65, 0.89], [1.21, 2.56, -3.13], [-0.97, -1.68, 3.35], [0.11, -0.09, -0.82], [0.02, 0.08, -0.11], [0.07, 0.20, 0.21], [0.03, 0.49, 0.39], [-0.68, -0.80, -0.34], [-0.65, -0.34, 0.05], [0.08, -0.09, -0.56], [0.09, -0.35, -0.32], [0.42, -2.01, 0.12], [-1.35, 0.51, -1.30], [-0.93, 1.52, 1.27], [0.82, -0.42, -0.52], [-0.14, 0.84, -0.02], [0.57, 0.02, 0.88], [-0.14, -0.02, -0.06], [-0.77, 0.92, 0.59], [1.23, -0.89, -0.18], [0.21, -0.03, -0.60], [-0.01, -0.09, 0.15], [-1.36, 0.49, 0.10], [1.01, 0.30, -1.50], [0.93, 0.67, 1.85], [-0.60, 3.30, 0.91], [0.73, -3.41, -0.64], [0.18, -0.05, -0.02], [-0.18, 0.40, -0.13], [0.39, -0.89, -0.13], [0.00, 0.22, -0.03], [-0.43, -0.92, 0.78], [-0.58, -0.13, -1.27], [-0.11, 0.03, 0.07], [-0.47, 0.11, -0.24], [1.80, -0.79, -2.15], [-1.18, 0.80, 0.07], [0.89, 2.12, 1.03], [-0.22, -1.88, -0.65], [0.11, 0.48, 0.57], [-0.13, 0.27, 0.27], [-0.47, 0.19, -0.21], [-0.85, -0.34, 0.41], [0.28, 0.01, 1.02], [0.40, -0.78, 0.19], [-0.16, -0.18, -0.30]]
}